Entry 1:
{
  "formula": "C3H5IO",
  "method": "wB97M-V/def2-TZVPD",
  "species": ["C", "C", "C", "O", "I", "H", "H", "H", "H", "H"],
  "xyz": [[0.11033, 0.00017, 0.41840], [0.88123, -0.58075, -0.63420], [-1.39414, 0.42302, 0.19127], [0.38396, -1.41542, 0.19695], [3.75154, 0.31614, 0.04676], [0.61290, 0.40374, 1.37779], [0.86909, -0.65938, -1.75066], [-1.57844, -0.27874, -0.64679], [-1.61812, 1.52376, -0.21723], [-2.01834, 0.26745, 1.01771]],
  "molar_mass_g_mol": 184.0,
  "spin_multiplicity": 1,
  "gap_ev": [7.20, 6.74],
  "de_lowest_kcal_mol": 66.66,
  "e_lumo_ev": [-1.4, -1.8],
  "energy_ev": -13336.483
}

***

Entry 2:
{
  "formula": "C7H14N2O",
  "method": "wB97M-V/def2-TZVPD",
  "species": ["C", "C", "C", "C", "C", "C", "C", "N", "O", "N", "H", "H", "H", "H", "H", "H", "H", "H", "H", "H", "H", "H", "H", "H"],
  "xyz": [[1.52507, -0.05945, -0.06789], [-0.94620, 1.10087, -1.51428], [2.23115, 0.78750, 0.99530], [2.28914, -1.36148, -0.32555], [0.07176, -0.31924, 0.31885], [-2.40748, -0.03438, 0.22592], [-1.00814, 0.21292, -0.30184], [-3.47028, 0.75929, -0.09034], [-0.10200, -1.15469, 1.41762], [-2.72061, -1.02397, 1.00660], [0.74961, -1.28345, 1.86931], [1.57951, 0.51340, -0.99714], [-4.33473, 0.31008, 0.19579], [-3.51320, 1.14322, -1.02198], [-1.84928, -1.53620, 1.22190], [-1.76199, 0.87287, -2.20888], [-0.03527, 0.96917, -2.10173], [-1.02066, 2.15249, -1.22060], [1.69520, 1.72839, 1.16351], [1.77966, -1.97221, -1.07875], [2.30689, 0.26551, 1.95495], [3.24784, 1.03797, 0.67316], [2.39704, -1.96298, 0.58330], [3.29697, -1.14561, -0.69726]],
  "molar_mass_g_mol": 142.2,
  "spin_multiplicity": 1,
  "gap_ev": 8.93,
  "de_lowest_kcal_mol": 15.17,
  "e_lumo_ev": 0.7,
  "energy_ev": -12513.283,
  "smiles": "[H]/N=C(N)\\C(C)=C(/O)C(C)C"
}

***

Entry 3:
{
  "formula": "C4H8O",
  "method": "wB97M-V/def2-TZVPD",
  "species": ["C", "C", "C", "C", "O", "H", "H", "H", "H", "H", "H", "H", "H"],
  "xyz": [[-1.06392, 0.07876, -1.07988], [0.17102, -0.06216, -0.07279], [-0.12124, -0.20403, 1.42091], [1.49361, 0.26621, -0.46470], [-2.26503, -0.00168, -0.52701], [-1.34329, 1.20034, -0.86532], [-0.87037, -0.51721, -1.96429], [-0.09194, 0.78950, 1.88506], [0.59868, -0.80366, 1.94387], [-1.12317, -0.60760, 1.49767], [0.57763, -1.07401, -0.44850], [2.04978, -0.20867, -1.27262], [1.98824, 1.14421, -0.05241]],
  "molar_mass_g_mol": 72.1,
  "spin_multiplicity": 2,
  "gap_ev": [7.96, 8.32],
  "de_lowest_kcal_mol": 112.50,
  "e_lumo_ev": [-7.6, -7.5],
  "total_charge": 1,
  "energy_ev": -6311.130,
  "s_squared": 0.76
}

***

Entry 4:
{
  "formula": "C21H55O7P",
  "method": "wB97M-V/def2-TZVPD",
  "species": ["P", "C", "C", "C", "O", "H", "H", "H", "H", "H", "H", "H", "C", "C", "C", "O", "H", "H", "H", "H", "H", "H", "H", "H", "C", "C", "C", "O", "H", "H", "H", "H", "H", "H", "H", "H", "C", "C", "C", "O", "H", "H", "H", "H", "H", "H", "H", "H", "C", "C", "C", "O", "H", "H", "H", "H", "H", "H", "H", "H", "C", "C", "C", "O", "H", "H", "H", "H", "H", "H", "H", "H", "C", "C", "C", "O", "H", "H", "H", "H", "H", "H", "H", "H"],
  "xyz": [[1.86516, 2.38033, 2.09647], [2.78046, 0.73827, 2.01599], [1.70904, -0.25443, 1.17550], [1.53081, -1.78831, 1.82746], [0.46974, -0.58225, 1.88881], [2.02046, 3.09775, 0.85768], [0.47256, 2.00421, 2.07275], [3.72707, 0.73540, 1.42810], [2.83292, 0.33667, 3.05392], [1.69935, -0.16477, 0.01976], [1.01447, -2.09679, 2.77351], [2.51773, -1.57853, 2.39930], [0.17021, -2.84469, 5.88770], [1.58484, -2.39803, 6.22310], [1.70632, -1.99723, 7.68496], [1.94490, -1.29297, 5.39457], [-0.54430, -2.03323, 6.05644], [0.09422, -3.12000, 4.83314], [-0.12764, -3.70263, 6.49443], [2.28648, -3.20625, 6.00452], [1.04358, -1.15713, 7.91433], [2.72365, -1.66923, 7.90926], [1.45419, -2.82993, 8.34533], [1.33191, -0.57162, 5.57833], [7.56968, -0.06492, -0.51438], [6.31044, 0.48552, -1.16488], [6.64106, 1.55570, -2.19315], [5.45723, 1.03680, -0.16097], [8.11351, 0.72588, 0.01167], [7.31675, -0.82443, 0.22861], [8.23524, -0.51056, -1.25674], [5.75998, -0.32684, -1.64449], [7.15347, 2.40127, -1.72385], [5.72752, 1.94910, -2.64445], [7.27897, 1.15834, -2.98552], [5.93247, 1.75635, 0.27058], [0.17413, 1.21737, -2.62349], [-1.07715, 0.38297, -2.85599], [-2.32538, 1.10538, -2.37509], [-0.95307, -0.86191, -2.16504], [0.31882, 1.42326, -1.55804], [1.06366, 0.68031, -2.96368], [0.11658, 2.16959, -3.15526], [-1.17183, 0.15466, -3.92061], [-2.27208, 1.30369, -1.30023], [-3.21207, 0.49032, -2.53965], [-2.45753, 2.05485, -2.89749], [-0.86852, -0.67314, -1.22176], [-4.57866, 3.64624, 0.82834], [-3.06680, 3.69394, 0.98688], [-2.65245, 4.70443, 2.04658], [-2.46691, 4.04141, -0.26046], [-4.96745, 4.61869, 0.51099], [-4.86066, 2.92501, 0.05744], [-5.06574, 3.36513, 1.76493], [-2.69484, 2.70316, 1.25975], [-2.97465, 5.71370, 1.77245], [-1.56462, 4.73450, 2.14166], [-3.08181, 4.45468, 3.01947], [-2.78848, 4.91464, -0.51121], [1.74872, -2.64562, -4.58360], [1.77264, -3.83380, -3.63593], [0.45796, -4.59728, -3.67299], [2.02042, -3.37800, -2.30822], [0.96133, -1.93999, -4.30079], [2.69429, -2.09983, -4.53916], [1.57776, -2.96411, -5.61488], [2.59353, -4.50262, -3.90602], [-0.37213, -3.95625, -3.36112], [0.48536, -5.44117, -2.98006], [0.24846, -4.97565, -4.67658], [1.29948, -2.78550, -2.05860], [-5.71904, -0.32959, -1.15824], [-6.68894, 0.46293, -2.02105], [-7.85966, -0.39736, -2.47059], [-6.00434, 0.97014, -3.16533], [-5.29886, -1.17220, -1.71607], [-4.87880, 0.29686, -0.85112], [-6.21208, -0.71594, -0.26317], [-7.06029, 1.32386, -1.46001], [-7.51263, -1.24177, -3.07393], [-8.54211, 0.18111, -3.09717], [-8.41604, -0.78636, -1.61475], [-5.67201, 0.21844, -3.66891]],
  "molar_mass_g_mol": 450.6,
  "spin_multiplicity": 1,
  "gap_ev": 8.72,
  "de_lowest_kcal_mol": 0.00,
  "e_lumo_ev": 0.5,
  "energy_ev": -46283.128,
  "smiles": "PC[C@H]1CO1.CC(C)O.CC(C)O.CC(C)O.CC(C)O.CC(C)O.CC(C)O"
}

***

Entry 5:
{
  "formula": "C32H54GeN6O2SSeTc",
  "method": "wB97M-V/def2-TZVPD",
  "species": ["Tc", "C", "C", "N", "C", "S", "N", "N", "C", "C", "C", "C", "C", "C", "C", "N", "H", "H", "H", "H", "H", "H", "H", "H", "H", "H", "H", "H", "H", "C", "Ge", "C", "C", "C", "Se", "C", "H", "H", "H", "H", "H", "H", "H", "H", "H", "H", "H", "H", "H", "H", "C", "C", "C", "C", "C", "C", "C", "C", "N", "C", "C", "C", "C", "H", "H", "H", "H", "H", "H", "H", "H", "H", "H", "H", "H", "H", "H", "H", "H", "H", "H", "O", "C", "O", "C", "N", "C", "C", "C", "H", "H", "H", "H", "H", "H", "H", "H", "H"],
  "xyz": [[0.34871, 0.19329, 0.05315], [5.12368, 1.84542, 3.63147], [4.64075, 0.40023, 3.57856], [3.18553, 0.31667, 3.46758], [2.53602, 0.31027, 2.30426], [0.78351, 0.43983, 2.38716], [3.19078, 0.21986, 1.18107], [2.43866, 0.21692, 0.06346], [3.07515, 0.13240, -1.06654], [4.56008, 0.04957, -1.16975], [2.25119, 0.17042, -2.26258], [2.80367, 0.31085, -3.53387], [1.97510, 0.46238, -4.62828], [0.60019, 0.45549, -4.43359], [0.11773, 0.28012, -3.15422], [0.91238, 0.13319, -2.08712], [6.21241, 1.88040, 3.65319], [4.75097, 2.34552, 4.52614], [4.77813, 2.39573, 2.75542], [4.93741, -0.13375, 4.48021], [5.05991, -0.11110, 2.71599], [2.63752, 0.51930, 4.28829], [5.00300, -0.09911, -0.19281], [4.95656, 0.97755, -1.58887], [4.84215, -0.77456, -1.82615], [3.87675, 0.33377, -3.65003], [2.39394, 0.59617, -5.61646], [-0.09007, 0.57908, -5.25568], [-0.94683, 0.24205, -2.96743], [-2.17765, 5.30083, 1.37535], [-0.28016, 5.06717, 1.85380], [0.11110, 4.02212, 3.47296], [0.55369, 6.83896, 1.96540], [0.81803, 4.20187, 0.37460], [0.43674, 2.63191, -0.70827], [-1.28260, 3.18055, -1.41986], [-2.67038, 5.79443, 2.21409], [-2.71359, 4.37746, 1.16913], [-2.24981, 5.95936, 0.50958], [-0.57394, 4.27289, 4.28316], [1.12281, 4.27355, 3.79535], [0.05534, 2.95450, 3.28238], [0.16132, 7.36315, 2.83743], [0.33088, 7.43609, 1.08164], [1.63520, 6.76299, 2.07512], [1.79742, 3.99349, 0.81187], [0.97562, 4.96831, -0.38688], [-1.94325, 3.47252, -0.60812], [-1.70395, 2.33824, -1.96263], [-1.11802, 4.01591, -2.09519], [-5.65197, -2.44630, -2.05723], [-4.16801, -2.23399, -1.93058], [-3.26724, -2.95614, -2.70554], [-1.89297, -2.76828, -2.54085], [-0.91616, -3.56852, -3.36162], [-1.44340, -1.84407, -1.62383], [-2.31141, -1.02616, -0.84812], [-3.69397, -1.29012, -1.03339], [-1.79270, -0.05861, -0.01355], [-2.77495, 0.62127, 0.88804], [-3.89173, 1.34609, 0.07550], [-3.33320, -0.41174, 1.89462], [-2.13190, 1.69708, 1.76538], [-5.87749, -3.29116, -2.70417], [-6.13385, -1.56020, -2.47377], [-6.09928, -2.62838, -1.07968], [-3.62955, -3.66843, -3.43784], [-1.06075, -4.63766, -3.19915], [0.11404, -3.30882, -3.11343], [-1.07153, -3.38447, -4.42585], [-0.37720, -1.76926, -1.49758], [-4.44974, -0.75597, -0.48697], [-3.77437, 1.21822, -0.99846], [-3.87556, 2.41558, 0.27982], [-4.88115, 0.98981, 0.36104], [-3.86994, -1.23159, 1.42802], [-4.00176, 0.10034, 2.58588], [-2.50328, -0.83558, 2.46318], [-1.47058, 2.35668, 1.20495], [-1.58033, 1.25735, 2.58912], [-2.92275, 2.29386, 2.21762], [2.09346, -2.73428, -0.59375], [1.16669, -2.79897, 0.22908], [0.36230, -1.90042, 0.58948], [0.94117, -4.18158, 0.90044], [2.10979, -5.02143, 0.48178], [1.59646, -6.27163, -0.15359], [0.27466, -5.81791, -0.75378], [-0.29514, -4.90141, 0.33674], [0.89781, -4.05804, 1.97946], [2.77003, -5.20496, 1.23237], [2.55568, -4.36534, -0.21800], [1.43340, -7.01750, 0.62307], [2.31328, -6.65516, -0.87512], [-0.37870, -6.65885, -0.97325], [0.45112, -5.26407, -1.67646], [-0.76952, -5.49247, 1.11978], [-1.02759, -4.19106, -0.04330]],
  "molar_mass_g_mol": 836.5,
  "spin_multiplicity": 4,
  "gap_ev": [7.43, 6.31],
  "de_lowest_kcal_mol": 0.00,
  "e_lumo_ev": [-5.4, -6.5],
  "total_charge": 2,
  "energy_ev": -181980.752,
  "s_squared": 3.80
}

***

Entry 6:
{
  "formula": "C6H22NO5",
  "method": "wB97M-V/def2-TZVPD",
  "species": ["C", "O", "C", "C", "C", "C", "C", "N", "H", "H", "H", "H", "H", "H", "H", "H", "H", "H", "H", "H", "H", "H", "H", "H", "O", "H", "H", "O", "H", "H", "O", "H", "H", "O"],
  "xyz": [[0.96283, -0.32896, 1.18038], [0.65462, -1.67132, 1.07229], [1.30996, 0.29985, -0.19942], [0.12933, 0.58138, -1.16874], [-1.16337, 1.20824, -0.68604], [-0.95002, 2.52276, 0.08996], [-2.08712, 1.53916, -1.91402], [2.27487, -0.56938, -0.89186], [1.90470, -0.39896, 1.78826], [0.07086, 0.16217, 1.64775], [1.86172, 1.21409, 0.07532], [-0.04745, -0.43085, -1.58249], [0.63324, 1.00301, -2.06635], [-1.74037, 0.45778, -0.14937], [0.06437, 2.92638, -0.06420], [-1.30615, 2.61442, 1.10833], [-1.48709, 3.31090, -0.40330], [-2.13182, 0.63301, -2.54864], [-3.01703, 1.89162, -1.46186], [-1.59956, 2.27605, -2.55727], [3.16188, -0.37365, -0.44580], [2.05548, -1.55715, -0.84016], [-0.81701, -2.08110, 0.82841], [-2.27135, -1.53117, 0.32679], [-1.84044, -2.24427, 0.81695], [3.36767, -0.52392, -2.83412], [1.98018, -0.85803, -3.15121], [2.83642, -0.77866, -3.58942], [-1.32718, -3.80231, 1.65356], [-0.19224, -4.70608, 1.08945], [-0.97632, -4.70780, 1.66876], [0.18274, 0.61519, 4.47520], [-0.05434, 1.97336, 4.06639], [-0.44202, 1.33428, 4.66648]],
  "molar_mass_g_mol": 188.2,
  "spin_multiplicity": 1,
  "gap_ev": 7.08,
  "de_lowest_kcal_mol": 38.62,
  "e_lumo_ev": 3.1,
  "total_charge": -1,
  "energy_ev": -18306.753
}